Molecular formula: CHN4O3S2
Method: DFT, ωB97M-V with the def2-TZVPD basis set

Last column: Löwdin spin population.
Element x y z (Å)
C  0.1579  -0.7258  0.5992  0.012
N  0.6561  -2.7352  0.5084  0.002
N  -0.3202  -1.9223  0.3137  0.002
N  1.4668  -0.8245  0.8583  0.000
N  1.7424  -2.0946  0.8449  0.000
O  -1.9386  0.7648  1.0642  0.031
O  -1.1151  0.3765  -1.5000  0.012
O  -0.0244  1.9892  0.1845  0.391
S  0.4215  2.7919  -1.2353  1.436
S  -0.8576  0.6245  0.1375  0.039
H  -0.1888  1.7555  -1.7756  0.076

Computed properties:
Energy relative to the best compared isomer or geometry (same formula, charge and spin) ... 0.000 eV
Total charge ... -1
DFT total energy ... -34821.4225 eV
Spin multiplicity ... 3
<S²> ... 2.005
LUMO (spin up / spin down) ... 2.97 / 0.45 eV
HOMO-LUMO gap (spin up / spin down) ... 6.69 / 6.55 eV

---

Molecular formula: C9H12BO14P2S
Method: DFT, ωB97M-V with the def2-TZVPD basis set

Last column: Mulliken charge in e.
Element x y z (Å)
C  -2.4237  1.1519  4.2507  -0.624
C  -1.8102  2.5342  3.7198  -0.460
C  -1.8575  2.7232  2.1384  0.560
O  -2.9304  3.0703  1.5736  -0.501
O  -0.7252  2.5742  1.2650  -0.281
C  -0.1994  1.2261  1.3241  -0.211
C  -0.7114  0.2849  0.0950  -0.138
O  -0.3044  -1.0703  0.4434  -0.238
P  -1.3583  -2.2553  -0.1500  0.864
O  -0.9958  -2.5183  -1.6243  -0.636
O  -0.9712  -3.6961  0.7095  -0.521
O  -3.0174  -1.8692  -0.0399  -0.271
P  -3.4681  -1.3083  1.5187  0.287
S  -4.6928  0.2054  1.2412  -0.323
H  -2.7549  1.1819  5.3527  0.335
H  -3.3887  0.9628  3.6497  0.029
H  -1.7448  0.2472  4.0699  0.187
H  -2.4416  3.3737  4.1912  0.348
H  -0.7490  2.6407  4.1461  0.287
H  0.9448  1.2495  1.2217  0.272
H  -0.4171  0.6813  2.3113  0.104
H  -0.1576  0.7001  -0.8289  0.048
H  -1.8235  0.4195  -0.1218  0.346
H  -1.2881  -4.4732  0.1815  0.348
H  -4.1717  -2.2955  2.2814  0.118
H  -2.3270  -0.8599  2.2937  0.080
B  3.5209  -0.3756  -3.4788  1.206
O  4.8533  -0.9815  -3.3168  -0.507
C  4.8743  -2.0906  -4.0576  0.601
O  5.8245  -2.8292  -4.1502  -0.613
C  3.5787  -2.2588  -4.7268  0.587
O  3.2729  -3.1605  -5.4682  -0.611
O  2.7698  -1.2518  -4.3928  -0.477
O  2.8351  -0.2557  -2.1792  -0.588
C  2.5723  1.0352  -1.9914  0.753
O  2.0132  1.4821  -1.0156  -0.595
C  3.0633  1.8102  -3.1378  0.375
O  2.9809  3.0066  -3.2747  -0.616
O  3.6256  0.9887  -4.0239  -0.527

Computed properties:
Total charge ... -1
DFT total energy ... -68290.2695 eV
LUMO ... 1.60 eV
HOMO-LUMO gap ... 8.83 eV

---

Molecular formula: C14H8AuBr3N2OS3Sb
Method: DFT, ωB97M-V with the def2-TZVPD basis set

Last column: Löwdin spin population.
Element x y z (Å)
Au  -1.1653  1.5179  0.5119  0.001
S  -0.4133  4.5096  3.6003  0.000
Sb  -2.2000  4.5542  2.2017  0.000
S  -2.7254  2.1168  2.0448  0.000
S  -1.2528  3.7539  0.0498  0.001
Br  0.5007  -2.3331  -3.1775  0.066
C  0.0064  -2.6096  -1.4068  0.217
C  0.1325  -3.8563  -0.8316  -0.018
C  -0.2497  -4.0604  0.4846  0.250
Br  -0.1160  -5.7936  1.1764  0.075
C  -0.7255  -2.9903  1.3212  0.009
C  -1.0916  -3.1388  2.6713  0.030
C  -1.4732  -2.0296  3.3792  -0.013
C  -1.4686  -0.7822  2.7472  0.031
N  -1.1511  -0.6316  1.4763  0.002
C  -0.8108  -1.7100  0.7645  0.058
C  -0.5487  -1.4901  -0.6728  0.062
O  -0.8015  -0.4112  -1.1872  0.225
H  0.5219  -4.6775  -1.4156  -0.005
H  -1.0686  -4.1161  3.1322  0.002
H  -1.7624  -2.0956  4.4177  -0.001
H  -1.7148  0.1289  3.2827  0.001
Br  3.7327  3.3575  -4.2680  0.000
C  2.5020  2.7335  -2.9826  0.000
C  2.8408  2.7310  -1.6405  0.000
C  1.8955  2.2710  -0.7386  0.000
N  0.6982  1.8282  -1.1066  0.005
C  0.3861  1.8350  -2.3996  0.001
C  1.2541  2.2824  -3.3797  0.000
H  3.8030  3.0818  -1.2989  0.000
H  2.1013  2.2760  0.3249  0.000
H  -0.5970  1.4695  -2.6617  0.000
H  0.9609  2.2787  -4.4190  0.000

Computed properties:
Energy relative to the best compared isomer or geometry (same formula, charge and spin) ... 0.622 eV
DFT total energy ... -272538.0353 eV
Spin multiplicity ... 2
<S²> ... 0.791
LUMO (spin up / spin down) ... -1.35 / -3.32 eV
HOMO-LUMO gap (spin up / spin down) ... 5.44 / 3.46 eV

---

Molecular formula: C26H41F4Si4
Method: DFT, ωB97M-V with the def2-TZVPD basis set

Last column: Mulliken charge in e.
Element x y z (Å)
C  2.9334  2.2669  -2.7658  -1.112
Si  1.2916  1.4576  -2.2886  0.547
C  0.3715  2.6619  -1.1705  -1.158
C  0.3210  1.2348  -3.8937  -1.077
Si  1.5544  -0.6327  -1.1571  -0.081
Si  1.0137  -2.3970  -2.6517  0.573
C  2.0474  -2.2913  -4.2321  -1.002
C  1.3982  -4.0629  -1.8631  -1.160
C  -0.8110  -2.3437  -3.0933  -1.022
Si  3.8783  -0.8801  -0.6958  0.361
C  4.9240  -0.8106  -2.2656  -0.918
C  4.3420  0.5492  0.4408  -1.082
C  4.1798  -2.5263  0.1691  -1.137
C  0.6867  -0.7127  0.6250  -0.871
C  -0.8070  -1.0126  0.7488  1.543
C  -1.2306  -2.2765  1.4492  -1.678
C  -1.7799  -0.1801  0.3159  -1.342
H  2.7154  3.2649  -3.1775  0.398
H  3.6049  2.4058  -1.9093  0.278
H  3.4597  1.7007  -3.5454  0.266
H  0.3874  3.6671  -1.6213  0.518
H  -0.6805  2.3776  -1.0392  0.241
H  0.8442  2.7364  -0.1809  0.295
H  0.1254  2.2320  -4.3157  0.408
H  0.8842  0.6608  -4.6407  0.303
H  -0.6491  0.7519  -3.7249  0.218
H  1.6408  -3.0123  -4.9555  0.394
H  2.0153  -1.2984  -4.6945  0.205
H  3.0919  -2.5670  -4.0435  0.278
H  0.8975  -4.8493  -2.4492  0.390
H  2.4762  -4.2737  -1.8588  0.261
H  1.0195  -4.1211  -0.8341  0.281
H  -1.0679  -3.2460  -3.6727  0.447
H  -1.4370  -2.3266  -2.1895  0.199
H  -1.0569  -1.4634  -3.7020  0.293
H  5.9880  -0.7624  -1.9858  0.412
H  4.7875  -1.7083  -2.8829  0.289
H  4.7044  0.0754  -2.8740  0.190
H  5.4186  0.5137  0.6717  0.407
H  4.1254  1.5249  -0.0154  0.260
H  3.7986  0.4790  1.3944  0.281
H  5.1924  -2.5347  0.6043  0.387
H  3.4716  -2.6848  0.9950  0.293
H  4.1034  -3.3763  -0.5239  0.265
H  1.2487  -1.4780  1.1848  0.416
H  0.9209  0.2655  1.0783  0.442
H  -0.5178  -2.5389  2.2401  0.399
H  -2.2245  -2.1345  1.8951  0.233
H  -1.3190  -3.1373  0.7642  0.356
H  -2.8217  -0.4589  0.4660  0.600
H  -1.5868  0.7184  -0.2726  -0.224
F  -0.0430  3.2976  4.6585  -0.298
C  -0.6293  2.0534  4.5261  0.258
C  -0.0115  0.9715  5.1578  -0.713
C  -0.6431  -0.2695  5.0179  0.313
F  -0.0590  -1.3663  5.6169  -0.306
C  -1.7957  -0.4546  4.2796  -0.732
C  -2.3708  0.6513  3.5658  1.269
C  -3.4897  0.3966  2.7438  -0.909
C  -4.3435  1.3610  2.1365  1.264
C  -5.7353  1.0612  2.0036  -0.690
C  -6.6125  2.0536  1.6080  0.203
F  -7.9596  1.7655  1.5628  -0.283
C  -6.1915  3.3364  1.2324  -0.596
C  -4.8133  3.5624  1.2287  0.077
F  -4.3529  4.7875  0.7802  -0.284
C  -3.8817  2.6158  1.6375  -0.547
C  -1.7804  1.9376  3.7586  -0.850
H  0.9131  1.0832  5.7157  0.526
H  -2.2612  -1.4391  4.2018  0.570
H  -3.8175  -0.6434  2.7012  0.346
H  -6.0833  0.0591  2.2644  0.476
H  -6.9018  4.0965  0.9176  0.502
H  -2.8122  2.8076  1.5273  0.566
H  -2.1983  2.8291  3.3011  0.774

Computed properties:
Energy relative to the best compared isomer or geometry (same formula, charge and spin) ... 0.000 eV
Total charge ... +1
DFT total energy ... -70001.5615 eV
LUMO ... -6.55 eV
HOMO-LUMO gap ... 3.87 eV